C24H47BCl2INO3P3 | ωB97M-V/def2-TZVPD

XYZ file:
```
82
Properties=species:S:1:pos:R:3:forces:R:3
C -1.856429 5.167672 -5.512733 0.90 1.29 -0.47
C -2.974218 6.091417 -4.966874 -0.57 -0.84 0.20
Cl -2.694182 7.852039 -5.012871 0.11 -1.40 -0.13
C -4.135623 5.589545 -4.465154 0.63 2.31 -0.27
Cl -5.362655 6.813413 -3.914687 0.62 -1.35 -0.28
P -4.617208 3.764906 -4.274898 1.25 0.34 1.86
B -4.810516 3.450809 -6.165249 -0.75 -0.56 -2.84
O -5.982100 3.914309 -6.806819 0.94 -0.77 1.92
O -3.902303 2.766558 -6.973053 -0.28 1.76 0.79
C -3.178051 3.331848 -3.185274 3.64 -0.62 1.63
C -2.896916 4.007625 -1.918969 -0.65 -0.03 -0.53
C -1.801852 3.693925 -1.034476 -1.14 -0.57 -1.87
N -0.918299 2.716387 -1.346959 -1.13 0.87 -0.68
C -1.133943 2.094676 -2.523450 -0.24 -0.93 -1.39
C -2.183962 2.275186 -3.492568 -1.00 1.98 1.52
P -5.416485 1.666825 -3.965187 -1.36 -2.12 -0.54
O -4.540777 0.590287 -4.953636 -0.39 0.76 0.84
I -5.087414 0.953954 -1.601212 0.09 0.07 -0.37
H -2.164305 4.573245 -6.413721 0.06 0.35 1.10
H -1.368883 4.531163 -4.730804 -0.77 0.44 -0.63
H -1.038666 5.845772 -5.886975 -0.76 -0.66 0.34
H -5.812714 4.204131 -3.595015 0.31 -0.45 -0.37
H -6.689517 3.889010 -6.131050 0.09 0.51 -0.69
H -3.957716 3.165884 -7.865614 -0.13 -0.67 0.30
H -3.611980 4.802636 -1.593094 0.77 -0.63 -0.32
H -1.686916 4.260690 -0.089280 0.00 -0.53 -0.72
H -0.378453 1.311026 -2.791182 -0.67 0.75 0.36
H -2.265612 1.674823 -4.427174 0.26 0.46 0.96
H -5.155810 -0.066971 -5.321229 0.23 0.30 0.22
C -1.262913 0.329113 0.610318 0.01 -0.30 0.06
C -1.239729 -0.616539 1.805957 -0.21 0.17 -0.18
C -0.270961 -0.175048 2.899336 -0.37 -0.51 0.15
C 1.215218 -0.420399 2.606749 0.06 1.02 -0.09
P 1.867264 -2.071054 2.824247 -0.19 -0.27 0.60
C 1.333119 -2.639145 4.459479 -0.38 -0.23 0.27
C 1.557377 -1.774644 5.705562 0.18 0.33 0.19
C 2.978290 -1.679671 6.271027 0.10 0.03 -0.04
C 3.688046 -3.014184 6.459670 0.03 0.07 0.03
C 3.651128 -2.024369 2.903431 0.93 0.43 0.01
C 4.522892 -1.538921 1.742869 0.22 0.01 -0.47
C 4.704997 -2.487559 0.557715 -0.26 0.05 -0.17
C 4.968834 -3.941303 0.923260 0.05 0.02 -0.08
C 1.182044 -3.344351 1.768646 -0.52 -0.98 -0.53
C 1.379564 -3.485459 0.254518 0.61 0.12 -0.31
C 1.202650 -2.231386 -0.610971 -0.11 -0.17 -0.36
C -0.092871 -2.242401 -1.417008 0.00 0.22 0.01
H -0.274437 0.443799 0.161292 -0.05 0.09 -0.04
H -1.937992 -0.052479 -0.158537 0.05 0.13 -0.02
H -1.616519 1.316308 0.904791 0.05 0.02 -0.02
H -1.015326 -1.631846 1.469575 0.03 -0.02 0.03
H -2.249000 -0.655583 2.226442 0.09 -0.05 0.05
H -0.545318 -0.679564 3.830383 0.08 0.08 0.05
H -0.415377 0.893007 3.082635 0.13 -0.04 -0.03
H 1.780121 0.202971 3.311152 0.19 -0.20 0.00
H 1.481202 -0.024379 1.623948 0.03 -0.13 -0.04
H 1.739535 -3.642398 4.616557 0.09 0.04 -0.14
H 0.251396 -2.789248 4.370561 0.05 -0.02 -0.15
H 0.922018 -2.183658 6.496579 -0.06 -0.04 -0.15
H 1.192427 -0.759846 5.520755 -0.07 -0.05 0.04
H 2.917454 -1.183699 7.243985 -0.07 0.02 -0.10
H 3.590037 -1.015649 5.656276 0.02 -0.01 -0.01
H 3.168353 -3.631804 7.195256 0.02 -0.03 -0.06
H 4.704801 -2.847648 6.818685 -0.06 -0.07 0.03
H 3.764099 -3.580529 5.529432 0.01 -0.03 0.03
H 4.018327 -2.980718 3.281312 -0.22 -0.10 -0.04
H 3.862771 -1.306260 3.700862 -0.29 -0.12 0.17
H 5.518657 -1.338893 2.150971 -0.16 0.03 0.17
H 4.148013 -0.577211 1.378924 0.06 -0.01 0.03
H 5.533645 -2.121292 -0.053048 -0.02 0.05 0.07
H 3.829178 -2.414221 -0.087442 -0.04 -0.09 -0.02
H 5.928744 -4.049417 1.433273 -0.06 -0.05 0.03
H 4.995549 -4.553157 0.019654 0.08 0.00 0.08
H 4.190851 -4.359496 1.566962 0.02 -0.01 0.00
H 0.105225 -3.368567 1.964008 0.05 0.26 0.25
H 1.547514 -4.285518 2.199639 0.03 0.14 0.23
H 0.697173 -4.266153 -0.094559 -0.07 0.10 0.16
H 2.368854 -3.906365 0.071674 0.03 0.05 0.12
H 2.022844 -2.178174 -1.332278 0.03 0.05 0.13
H 1.267150 -1.322182 -0.014085 -0.03 0.04 0.04
H -0.072774 -3.036962 -2.165154 -0.02 -0.02 0.08
H -0.214716 -1.294737 -1.946330 -0.10 -0.08 0.02
H -0.965926 -2.393906 -0.779746 -0.03 0.02 -0.03
```
Positions in Å, forces in eV/Å.

As for the total charge: +1. For the electronic energy, the calculation gives -3489.955420 hartree. Its HOMO-LUMO gap is 7.46 eV. The HOMO energy is -9.5 eV. The calculation puts the LUMO energy at -2.013 eV.

Calculated atomic charges, method Mulliken, unit e: -0.842, 0.225, -0.185, 0.118, -0.204, -0.007, 0.912, -0.522, -0.551, 0.347, -0.437, -0.480, -0.462, -0.439, -0.012, -0.058, -0.486, -0.119, 0.209, 0.166, 0.409, 0.094, 0.315, 0.310, 0.323, 0.339, 0.359, 0.358, 0.330, -1.236, -0.017, -1.159, -1.178, 1.094, -1.472, -0.769, -0.398, -1.253, -0.598, -1.019, 0.250, -1.361, -0.992, -1.156, 0.375, -1.598, 0.188, 0.343, 0.468, -0.234, 0.466, 0.385, 0.569, 0.672, 0.818, 0.744, 0.536, 0.497, 0.228, 0.439, 0.256, 0.362, 0.369, 0.249, 0.529, 0.039, 0.444, 0.344, 0.466, -0.310, 0.347, 0.415, 0.293, 0.805, 0.590, 0.581, 0.194, 0.498, -0.140, 0.472, 0.212, 0.342